Entry 1:
DFT (wB97M-V/def2-TZVPD) results for a structure of composition C25H28AuBrN3O2S3 in a non-equilibrium geometry.

CARTESIAN COORDINATES (ANGSTROEM)
Au -1.005 -0.627 0.274
O 0.030 1.135 -1.086
S -0.032 2.516 -1.665
C 1.072 2.481 -3.173
C 0.727 1.334 -4.101
C 1.177 -0.022 -3.520
C 0.007 -0.980 -3.407
S 0.278 -2.449 -2.301
O -0.778 -2.248 -1.243
C 1.872 -2.075 -1.523
C 3.008 -2.504 -2.197
C 4.255 -2.273 -1.639
C 4.362 -1.641 -0.409
C 3.219 -1.242 0.272
C 1.973 -1.473 -0.280
C 1.029 3.483 -0.559
C 2.100 2.813 0.020
C 2.932 3.500 0.882
C 2.656 4.824 1.205
C 1.593 5.491 0.609
C 0.763 4.815 -0.272
H 2.102 2.413 -2.822
H 0.910 3.444 -3.653
H 1.227 1.499 -5.059
H -0.344 1.337 -4.320
H 1.592 0.143 -2.525
H 1.958 -0.468 -4.138
H -0.267 -1.379 -4.381
H -0.865 -0.507 -2.954
H 2.914 -3.025 -3.137
H 5.139 -2.610 -2.154
H 5.333 -1.472 0.028
H 3.302 -0.768 1.238
H 1.072 -1.177 0.261
H 2.287 1.781 -0.235
H 3.793 2.997 1.293
H 3.256 5.328 1.948
H 1.389 6.521 0.856
H -0.083 5.324 -0.709
C -4.821 -1.321 2.247
N -4.695 -2.248 1.155
C -5.216 -3.502 1.091
C -4.913 -4.016 -0.140
N -4.211 -3.063 -0.804
C -4.075 -1.980 -0.013
S -3.367 -0.486 -0.446
H -4.957 -1.863 3.181
H -5.689 -0.677 2.095
H -3.932 -0.690 2.298
H -5.757 -3.958 1.898
H -5.144 -4.973 -0.565
H -3.874 -3.135 -1.755
Br 0.580 2.547 4.974
C -0.076 0.888 4.327
C -0.259 -0.206 5.171
C -0.748 -1.381 4.620
C -1.027 -1.426 3.263
N -0.831 -0.376 2.464
C -0.373 0.759 2.972
H -0.018 -0.141 6.223
H -0.909 -2.255 5.232
H -1.405 -2.322 2.797
H -0.236 1.584 2.291

Properties
HOMO level (spin up / spin down): -16.26 / -16.27 eV
orbital gap (spin up / spin down): 3.36 / 3.38 eV
relative energy (zero: lowest compared OMol25 entry of this formula, charge and spin): 31.1 kcal/mol
LUMO (spin up / spin down): -12.9 / -12.9 eV
total charge: +3

---

Entry 2:
DFT (wB97M-V/def2-TZVPD) results for the ion C5H8Cl2N with charge -1 in a non-equilibrium geometry.

CARTESIAN COORDINATES (ANGSTROEM)
C -1.241 1.662 0.552
C -1.318 0.129 0.826
N 0.040 -0.381 1.189
C 0.313 -1.373 0.352
Cl -0.520 -3.004 0.720
C 1.121 -1.251 -0.707
C 1.770 0.077 -1.018
Cl 1.393 -2.672 -1.770
H -2.140 1.942 -0.024
H -0.338 1.908 -0.018
H -1.220 2.157 1.534
H -1.957 -0.078 1.708
H -1.687 -0.414 -0.064
H 2.822 -0.043 -1.331
H 1.783 0.744 -0.151
H 1.181 0.598 -1.795

Properties
HOMO level: -2.84 eV
orbital gap: 6.55 eV
LUMO: 3.7 eV
total charge: -1

---

Entry 3:
DFT (wB97M-V/def2-TZVPD) results for the ion C4H6N with charge +1 in a non-equilibrium geometry.

CARTESIAN COORDINATES (ANGSTROEM)
C -1.187 1.188 1.590
N -0.441 0.777 0.850
C 0.361 0.050 -0.277
C 1.326 0.767 -0.802
C -0.252 -1.255 -0.373
H -1.934 1.430 2.325
H 1.719 1.718 -0.528
H 1.743 0.397 -1.731
H 0.010 -1.912 0.433
H 0.018 -1.919 -1.072
H -1.361 -1.241 -0.416

Properties
HOMO level: -15.36 eV
orbital gap: 10.77 eV
relative energy (zero: lowest compared OMol25 entry of this formula, charge and spin): 32.4 kcal/mol
LUMO: -4.6 eV
structure (SMILES): C#[N+]C(=C)C
total charge: +1